{"formula": "C14H36BO10P2", "method": "wB97M-V/def2-TZVPD", "lumo_ev": -0.99, "multiplicity": 1, "molar_mass_g_mol": 437.19, "orbital_gap_ev": 1.08, "total_charge": -1, "max_force_ha_per_bohr": 0.1776, "symbols": ["C", "B", "O", "O", "C", "H", "H", "H", "H", "H", "H", "O", "P", "O", "C", "C", "O", "C", "C", "O", "C", "C", "H", "H", "H", "H", "H", "H", "H", "H", "H", "H", "H", "H", "H", "H", "H", "O", "P", "O", "C", "C", "O", "C", "C", "O", "C", "C", "H", "H", "H", "H", "H", "H", "H", "H", "H", "H", "H", "H", "H", "H", "H"], "positions_angstrom": [[-5.711, -0.705, 7.162], [-5.681, -1.840, 5.970], [-5.490, -3.303, 6.169], [-5.855, -1.372, 4.551], [-4.502, -1.219, 3.992], [-5.213, -1.072, 8.155], [-6.776, -0.249, 7.331], [-4.514, -3.540, 6.201], [-4.582, -1.446, 2.824], [-4.062, -0.142, 4.143], [-3.786, -1.991, 4.509], [-2.754, 1.603, 1.677], [-3.203, 1.473, 0.201], [-2.140, 2.624, -0.317], [-0.763, 2.283, -0.366], [-0.498, 1.080, -1.251], [-4.555, 2.406, 0.446], [-5.299, 2.210, 1.650], [-4.992, 3.326, 2.636], [-3.706, 1.329, -1.448], [-4.210, 2.425, -2.215], [-3.143, 3.331, -2.814], [-0.390, 2.109, 0.648], [-0.231, 3.152, -0.765], [-0.947, 0.175, -0.830], [0.577, 0.910, -1.359], [-0.928, 1.217, -2.247], [-5.087, 1.226, 2.082], [-6.366, 2.221, 1.399], [-3.925, 3.562, 2.676], [-5.329, 3.060, 3.643], [-5.501, 4.247, 2.334], [-4.944, 3.018, -1.664], [-4.757, 1.970, -3.048], [-2.749, 4.034, -2.073], [-3.564, 3.938, -3.620], [-2.304, 2.755, -3.214], [3.481, -1.290, -3.118], [4.723, -0.902, -2.279], [5.654, -2.090, -2.945], [6.098, -1.916, -4.282], [6.903, -0.642, -4.461], [4.159, -1.689, -0.929], [2.770, -1.574, -0.615], [2.040, -2.845, -1.019], [6.111, -0.470, -1.341], [6.783, -1.379, -0.466], [7.770, -2.315, -1.151], [5.240, -1.930, -4.961], [6.725, -2.778, -4.528], [6.278, 0.243, -4.306], [7.324, -0.590, -5.470], [7.723, -0.586, -3.740], [2.334, -0.693, -1.098], [2.675, -1.420, 0.466], [2.358, -3.212, -1.999], [0.958, -2.684, -1.041], [2.255, -3.646, -0.305], [6.090, -1.948, 0.157], [7.357, -0.749, 0.224], [7.259, -3.157, -1.629], [8.457, -2.748, -0.420], [8.355, -1.795, -1.915]], "forces_ev_per_angstrom": [[-0.8, -2.7, -0.4], [-0.5, 1.9, 1.2], [2.1, 1.4, -0.4], [2.0, -0.7, 1.0], [-0.3, -0.2, -0.5], [-1.2, 0.5, -1.5], [2.1, -0.3, -0.4], [-1.9, 0.4, -0.1], [0.4, 0.4, 2.4], [-0.9, -2.0, -0.2], [-1.0, 1.4, -1.2], [0.4, -4.3, -1.2], [-1.7, 8.5, 0.2], [0.9, -0.3, -0.3], [0.2, 0.1, 0.0], [0.0, 0.0, -0.2], [-0.4, -1.3, -0.3], [0.0, 0.2, 0.6], [-0.1, 0.3, 0.1], [0.7, -3.0, 1.1], [-0.3, 0.5, -0.5], [0.3, 0.3, 0.4], [0.0, 0.0, 0.0], [-0.2, 0.0, 0.0], [0.0, -0.1, 0.0], [-0.1, 0.0, 0.1], [0.1, 0.0, 0.2], [0.0, 0.3, 0.0], [0.2, 0.0, -0.2], [-0.1, -0.3, 0.0], [0.0, 0.0, -0.1], [0.0, -0.1, 0.0], [0.2, -0.2, 0.2], [0.1, -0.3, 0.2], [0.0, -0.2, -0.1], [-0.2, -0.2, -0.1], [-0.1, 0.0, 0.0], [0.8, 4.5, -0.6], [0.5, -8.6, 3.0], [0.4, 0.4, -0.8], [0.1, -0.2, -0.2], [0.2, 0.1, 0.0], [-0.1, 1.4, 0.2], [-0.5, -0.3, -0.1], [-0.1, -0.3, 0.1], [-1.4, 2.9, -1.7], [0.5, -0.5, 0.6], [-0.3, -0.4, -0.4], [0.0, 0.0, 0.0], [-0.1, 0.0, 0.2], [0.0, 0.1, -0.1], [-0.1, 0.0, 0.1], [-0.1, -0.1, -0.1], [0.1, -0.3, 0.0], [0.2, 0.0, -0.1], [-0.1, 0.3, 0.1], [0.1, 0.0, 0.0], [-0.1, 0.1, 0.0], [-0.1, 0.2, -0.3], [-0.2, 0.3, -0.2], [0.1, 0.2, 0.0], [0.0, 0.2, 0.1], [0.0, 0.0, 0.2]]}